Record 1
Here is a structure of composition C18H36CuO33S8 in a non-equilibrium geometry from the OMol25 dataset. Energies are from ωB97M-V/def2-TZVPD.

The geometry in XYZ format:
```
96
Properties=species:S:1:pos:R:3:forces:R:3:lowdin_spin:R:1
Cu 18.1770 1.7281 -3.8240 -0.2794 1.9724 -0.0901 0.364
S 16.0994 3.3377 -4.0069 -5.8356 0.5778 0.1231 -0.014
O 15.4325 4.4475 -3.3400 0.5046 -0.8579 -0.1899 0.030
O 16.2197 2.1351 -3.1374 1.8748 -1.6895 1.3195 0.257
O 15.5171 2.8817 -5.2315 -1.8948 0.0329 -1.3579 0.095
O 17.4295 3.6314 -4.3935 6.9865 0.7345 -0.1787 0.261
C 21.6644 3.2107 -6.1837 -0.4453 0.5843 -1.4657 0.000
C 22.0687 1.7701 -5.8739 -0.0950 1.6326 1.4407 0.000
C 21.4999 1.7188 -4.4664 0.2611 -0.9866 0.3845 0.001
O 20.2446 2.4430 -4.4926 -1.3186 -1.0591 1.0970 0.007
C 20.3104 3.5028 -5.4551 1.5369 -0.7314 -1.7639 0.000
H 21.5556 3.2806 -7.2660 -0.2636 0.3429 -0.0490 0.000
H 22.4332 3.9463 -5.9472 0.0062 -0.2055 0.4058 0.000
H 23.1570 1.7567 -5.8149 -0.0971 -0.6286 -0.3317 0.000
H 21.6099 1.0430 -6.5440 0.2580 -0.0022 0.1021 0.000
H 22.1097 2.1893 -3.6952 0.3200 0.1832 -0.2924 0.000
H 21.3807 0.6813 -4.1541 -0.6832 0.0613 0.1993 0.000
H 20.3275 4.5161 -5.0538 -0.4377 -0.3172 0.4278 0.000
H 19.5103 3.3147 -6.1711 -0.2264 0.4928 0.2430 0.000
C 14.1327 5.4179 -6.6236 -1.8679 -0.1399 1.1609 0.000
C 15.2574 6.1771 -5.9005 0.0883 -0.7235 -1.0419 0.000
O 15.5221 7.3332 -6.7599 -1.0542 0.1997 0.3937 0.000
S 14.0995 7.7967 -7.4966 -1.1996 -0.8393 0.5699 0.000
O 14.3268 8.2958 -8.8079 0.5993 -0.3211 0.6563 0.000
O 13.1924 8.5532 -6.6451 1.8837 -1.4476 -0.5791 0.000
O 13.5847 6.2450 -7.6216 0.3808 1.9795 -0.8531 0.000
H 13.3024 5.2857 -5.9299 0.1051 -0.3608 0.3839 0.000
H 14.3015 4.4351 -7.0637 0.7307 0.3009 -0.0040 0.000
H 16.0763 5.4587 -5.8640 0.6741 0.7475 -0.4059 0.000
H 15.0456 6.3956 -4.8539 -0.3404 0.6265 -0.3193 0.000
C 11.8346 3.5087 -2.9200 -0.3933 1.4938 0.1205 0.000
C 11.4186 4.1907 -1.5982 1.3012 0.8017 -0.0351 0.000
O 10.9994 3.1209 -0.8059 -0.8457 -2.4577 1.4950 0.000
S 11.8147 1.7675 -1.0456 2.2651 -3.1437 0.0927 0.000
O 11.0075 0.5507 -1.1922 0.8128 3.3096 0.2476 0.000
O 13.0296 1.5702 -0.2053 -3.0390 1.5045 -1.9037 0.000
O 12.3359 2.2560 -2.5340 -0.1965 -1.1176 0.8733 0.000
H 12.6453 3.9859 -3.4705 -0.0920 0.3187 0.2177 0.000
H 10.9397 3.4935 -3.5422 0.0321 -0.7229 -0.2343 0.000
H 10.5982 4.9084 -1.5938 0.0333 -0.1950 -0.5457 0.000
H 12.2462 4.6391 -1.0485 0.2990 0.2759 -0.3582 0.000
C 15.0018 -0.6775 -2.0539 -0.3868 0.2972 1.4348 0.000
C 15.6458 -1.8002 -1.2051 1.3598 1.3735 -0.1011 0.000
O 14.9384 -2.9497 -1.4262 -1.9613 -1.4127 -1.2413 0.000
S 13.3838 -2.6786 -2.0523 0.3498 -3.3316 0.2085 0.000
O 12.4105 -3.0437 -1.0236 1.9027 1.6332 -1.8042 0.000
O 13.2753 -3.4159 -3.3191 0.5254 2.2702 2.4576 0.000
O 13.6499 -1.1164 -2.2016 -1.3882 -0.0901 -0.3488 0.000
H 15.3689 -0.3657 -3.0317 0.3944 -0.8119 -0.0698 0.000
H 14.9791 0.2255 -1.4438 -0.2622 0.0866 -0.0424 0.000
H 15.7180 -1.6403 -0.1293 -0.6992 0.6971 0.1071 0.000
H 16.7029 -1.8580 -1.4642 0.0754 -0.6710 -0.5747 0.000
C 15.7173 1.8259 -8.3875 -1.4083 -1.8529 0.3720 0.000
C 17.0076 1.8535 -9.2042 0.7718 0.8401 2.3503 0.000
O 16.6806 1.9148 -10.5202 -1.5268 -0.9002 -3.6815 0.000
S 15.2129 1.1882 -10.7500 -1.4234 -0.7360 -0.2256 0.000
O 15.3234 -0.2501 -10.4762 0.1071 2.8128 -0.8602 0.000
O 14.4700 1.6699 -11.9462 2.6313 -0.9709 3.7680 0.000
O 14.6955 1.8903 -9.3684 -1.4636 0.6910 -1.9187 0.000
H 15.5427 2.5408 -7.5834 0.2712 0.5338 -0.5885 0.000
H 15.4501 0.8711 -7.9345 1.0284 -0.3361 0.3924 0.000
H 17.6264 0.9820 -8.9906 0.2451 0.2225 0.1169 0.000
H 17.4573 2.8294 -9.0217 0.7503 -0.3307 0.2844 0.000
C 12.1427 0.1594 -4.9762 0.8452 -0.3190 0.7289 0.000
C 13.5442 0.8429 -5.2194 -2.9297 0.8595 0.6778 0.000
O 14.3637 -0.1732 -5.6346 2.5691 -1.4247 -0.6395 0.000
S 13.5504 -1.3209 -6.4360 -0.4064 -0.3258 -1.1325 0.000
O 14.1455 -2.6408 -6.4180 -0.7253 2.4471 0.7697 0.000
O 13.2552 -0.7548 -7.7502 -0.1559 -0.6410 2.3278 0.000
O 12.3716 -1.2165 -5.3173 -0.2392 -0.6795 -1.8058 0.000
H 11.2631 0.5875 -5.4569 0.2640 -0.1206 -0.2826 0.000
H 12.0296 0.1410 -3.8922 -0.5430 -0.0581 -0.1836 0.000
H 13.7682 1.1962 -4.2129 0.9153 0.1388 -0.4514 0.000
H 13.4701 1.6571 -5.9403 0.2381 -0.0692 0.0459 0.000
C 17.9707 8.2714 -3.3519 0.2726 -0.1492 0.5761 0.000
C 18.1793 6.8130 -3.8157 -2.5589 1.1584 -1.4550 0.000
O 19.4061 6.3750 -3.3864 2.7468 0.0011 1.4826 0.000
S 20.1281 7.4093 -2.2948 -1.5555 2.7665 0.2492 0.000
O 21.1432 8.2488 -2.8786 -0.4695 -1.8835 -0.0349 0.000
O 20.3112 6.8517 -0.9889 -0.0544 -0.4239 -1.5424 0.000
O 18.8177 8.3939 -2.2037 0.4678 -0.9047 0.2238 0.000
H 16.9593 8.5164 -3.0278 0.0232 -0.3085 0.0009 0.000
H 18.2535 9.0098 -4.1022 0.2434 -0.1487 -0.0826 0.000
H 18.0852 6.8500 -4.9010 0.7034 -0.1902 -0.2833 0.000
H 17.3786 6.1193 -3.5592 0.1215 0.0519 0.8232 0.000
C 15.6985 5.5781 -0.4686 1.1824 -1.6716 -1.3585 0.000
C 15.6623 4.0909 -0.2098 0.3043 -1.2213 -2.4783 0.000
O 15.8233 3.8836 1.1452 -0.2369 0.4937 2.0694 0.000
S 15.5148 5.2694 1.9750 1.3100 -2.2400 1.8604 0.000
O 16.8406 5.7332 2.3658 -2.4922 -0.0450 -0.3434 0.000
O 14.4634 5.0171 2.9788 2.3110 1.2263 -2.9494 0.000
O 15.0182 5.9870 0.6535 -1.7267 2.9330 2.0164 0.000
H 15.2436 5.8655 -1.4165 -0.5677 0.0403 0.5042 0.000
H 16.7458 5.8663 -0.5590 0.0880 0.6391 0.6895 0.000
H 16.4900 3.6152 -0.7359 -0.0373 -0.2092 0.0309 0.000
H 14.7351 3.6243 -0.5426 -0.1484 0.0385 -0.0428 0.000
```
Forces are in eV/Å.

As for the HOMO energy (spin up / spin down): -0.4064 / -0.4064 Ha. The expectation value of S² is 0.7572. Its total energy is -218125.165 eV. The orbital gap (spin up / spin down) is 8.11 / 5.47 eV. Its spin multiplicity is 2.

---

Record 2
Here is a structure of composition C44H36O3P2SiSn from the OMol25 dataset. Energies are from ωB97M-V/def2-TZVPD.

The geometry in XYZ format:
```
87
Properties=species:S:1:pos:R:3:forces:R:3:lowdin_charge:R:1
Sn -1.3943 1.2495 0.5393 0.1136 0.1041 -0.0237 0.926
C 1.8289 2.7073 2.0922 0.0515 -0.0632 0.0029 -0.213
Si 0.9662 1.0737 1.7361 -0.1025 0.0778 -0.0015 0.493
C 0.9996 0.0282 3.3266 0.0694 0.0264 0.0150 -0.300
C 1.8356 0.3583 4.3958 0.0102 0.0250 0.0535 -0.098
C 2.0041 -0.4996 5.4731 -0.0313 -0.0787 -0.0002 -0.077
C 1.3474 -1.7249 5.4983 0.0282 0.0675 -0.0064 -0.076
C 0.4981 -2.0663 4.4575 0.0076 -0.0095 0.0291 -0.093
C 0.3097 -1.1900 3.3924 -0.0636 0.0224 -0.1180 -0.385
P -0.8730 -1.5370 2.0423 0.0356 -0.0305 0.0344 0.998
C -2.5022 -1.4154 2.8605 0.0470 -0.0526 0.0511 -0.394
C -2.6752 -1.0959 4.2031 -0.0336 0.0004 0.0030 -0.072
C -3.9529 -0.9707 4.7359 0.0046 0.0118 0.0070 -0.077
C -5.0662 -1.1711 3.9367 -0.0192 -0.0016 0.0082 -0.085
C -4.9035 -1.4835 2.5927 -0.0046 -0.0015 -0.0221 -0.078
C -3.6314 -1.5902 2.0582 -0.0130 -0.0047 -0.0065 -0.131
C -0.6571 -3.3262 1.7526 0.0194 0.0181 -0.0515 -0.368
C -1.5788 -4.3056 2.1038 -0.0232 -0.0201 0.0346 -0.084
C -1.3444 -5.6362 1.7762 -0.0070 -0.0077 0.0024 -0.083
C -0.1890 -5.9970 1.1011 0.0114 0.0027 -0.0033 -0.088
C 0.7372 -5.0226 0.7472 -0.0153 -0.0254 -0.0022 -0.076
C 0.4994 -3.6963 1.0621 0.0347 0.0339 -0.0189 -0.093
C 2.1208 0.0304 0.6284 0.0074 -0.0646 0.0510 -0.291
C 3.3736 -0.3531 1.1203 0.0371 0.0007 0.0250 -0.083
C 4.2078 -1.1973 0.4081 -0.0048 -0.0197 -0.0219 -0.070
C 3.8008 -1.6978 -0.8245 -0.0051 0.0133 0.0209 -0.075
C 2.5698 -1.3307 -1.3375 0.0219 -0.0193 -0.0085 -0.086
C 1.7392 -0.4689 -0.6190 -0.0127 0.0242 -0.0699 -0.390
P 0.1602 0.0914 -1.3346 -0.0732 0.0514 0.1244 0.978
C -0.5044 -1.3461 -2.2253 0.0088 -0.0086 -0.0357 -0.346
C -0.0877 -1.6750 -3.5155 -0.0034 -0.0206 -0.0010 -0.096
C -0.5656 -2.8214 -4.1307 0.0091 0.0069 0.0027 -0.072
C -1.4590 -3.6496 -3.4641 -0.0122 -0.0187 -0.0101 -0.077
C -1.8876 -3.3218 -2.1870 -0.0093 0.0025 0.0217 -0.068
C -1.4194 -2.1682 -1.5759 -0.0076 -0.0471 -0.0262 -0.099
C 0.6403 1.2389 -2.6552 0.0092 -0.0507 0.0133 -0.357
C -0.3014 1.5774 -3.6261 -0.0394 0.0358 -0.0232 -0.100
C 0.0253 2.4738 -4.6296 -0.0043 0.0063 -0.0058 -0.068
C 1.2897 3.0473 -4.6647 -0.0046 0.0268 0.0254 -0.072
C 2.2246 2.7219 -3.6944 0.0022 0.0521 -0.0101 -0.070
C 1.9038 1.8187 -2.6911 0.0325 0.0194 0.0288 -0.067
H 2.8755 2.5747 2.3787 0.0025 -0.0095 0.0094 0.026
H 1.7965 3.3248 1.1939 -0.0143 0.0013 -0.0103 0.008
H 1.3216 3.2537 2.8897 -0.0183 0.0062 -0.0013 0.036
H 2.3763 1.2981 4.3873 -0.0049 0.0032 -0.0168 0.094
H 2.6609 -0.2207 6.2878 -0.0032 -0.0037 0.0025 0.103
H 1.4914 -2.4054 6.3278 0.0029 0.0003 -0.0014 0.103
H -0.0255 -3.0158 4.4745 -0.0041 0.0012 -0.0040 0.112
H -1.8154 -0.9356 4.8393 0.0093 0.0028 0.0015 0.098
H -4.0736 -0.7132 5.7804 -0.0008 -0.0038 -0.0002 0.104
H -6.0600 -1.0738 4.3542 0.0026 -0.0001 -0.0009 0.103
H -5.7684 -1.6268 1.9580 -0.0007 0.0027 -0.0002 0.105
H -3.5129 -1.8023 1.0006 -0.0106 -0.0048 0.0073 0.096
H -2.4831 -4.0359 2.6356 0.0077 0.0066 -0.0051 0.101
H -2.0691 -6.3909 2.0545 0.0046 -0.0036 0.0014 0.103
H -0.0093 -7.0340 0.8480 -0.0021 0.0000 -0.0010 0.101
H 1.6390 -5.2960 0.2142 0.0028 0.0016 0.0008 0.104
H 1.2156 -2.9351 0.7642 -0.0101 -0.0149 0.0162 0.095
H 3.6961 0.0018 2.0938 -0.0137 0.0031 0.0022 0.103
H 5.1710 -1.4781 0.8156 -0.0027 -0.0039 0.0026 0.105
H 4.4415 -2.3699 -1.3807 0.0002 0.0005 -0.0031 0.105
H 2.2515 -1.7219 -2.2957 -0.0003 0.0051 -0.0092 0.101
H 0.6021 -1.0275 -4.0432 -0.0060 -0.0164 0.0040 0.108
H -0.2399 -3.0679 -5.1331 -0.0010 -0.0019 0.0015 0.106
H -1.8270 -4.5460 -3.9466 -0.0015 -0.0002 0.0054 0.104
H -2.5870 -3.9597 -1.6616 -0.0019 -0.0055 -0.0131 0.108
H -1.7624 -1.9057 -0.5837 0.0108 0.0128 0.0030 0.044
H -1.2969 1.1506 -3.5916 0.0094 0.0017 0.0092 0.121
H -0.7161 2.7436 -5.3701 -0.0056 0.0035 0.0054 0.114
H 1.5373 3.7630 -5.4378 0.0017 -0.0051 -0.0026 0.108
H 3.2052 3.1795 -3.7096 0.0031 -0.0037 -0.0038 0.107
H 2.6406 1.5696 -1.9373 -0.0136 0.0016 0.0007 0.108
O -2.2959 4.7702 -3.6120 0.0243 0.0698 -0.0358 0.062
C -1.1364 5.2484 -3.1333 -0.0572 0.0143 -0.0468 -0.280
C -0.5084 6.2815 -3.8325 -0.0157 -0.0136 -0.0014 -0.016
C 0.6880 6.7976 -3.3776 -0.0061 0.0132 -0.0183 -0.085
C 1.2886 6.3006 -2.2221 0.0078 -0.0113 0.0016 -0.093
C 0.6718 5.2735 -1.5361 0.0287 -0.0115 0.0180 -0.024
C -0.5375 4.7351 -1.9732 -0.0515 0.0437 0.0761 -0.077
C -1.1593 3.5861 -1.2645 0.2326 -0.3413 -0.2670 -0.602
O -2.2247 3.0916 -1.6816 -0.0169 0.1127 0.1596 -0.046
O -0.4956 3.0771 -0.2847 -0.1778 0.1050 0.0185 -0.299
H -2.5725 4.0549 -2.9852 0.0168 -0.0445 -0.0051 0.073
H -0.9857 6.6594 -4.7272 0.0028 0.0021 0.0032 0.116
H 1.1615 7.6010 -3.9289 -0.0002 -0.0002 0.0049 0.102
H 2.2245 6.7129 -1.8697 -0.0005 -0.0085 -0.0001 0.097
H 1.1176 4.8545 -0.6439 -0.0009 0.0084 0.0051 0.105
```
Forces are in eV/Å.

As for the HOMO energy: -0.2730 Ha. Its total energy is -84644.780 eV. The orbital gap is 7.82 eV. As for the energy above the lowest of the compared OMol25 structures with the same formula, charge and spin: 0.7 kcal per mole.